Entry 1:
Density functional theory data (wB97M-V/def2-TZVPD) for a molecular structure, C5H8O.

Each line ends with the natural charge from an NBO analysis.
Element x y z (Å)
C 0.2438 -0.9702 0.7483  -0.41
C -1.2198 -0.5919 0.5359  -0.46
C -0.5392 0.2066 -0.9495  0.12
O -0.3996 1.5637 -0.8086  -0.50
C 0.9056 1.3214 -0.2967  -0.05
C 0.7766 -0.1976 -0.4593  -0.29
H 0.6855 -0.6875 1.7078  0.20
H 0.3972 -2.0446 0.6204  0.21
H -1.6566 0.1727 1.1773  0.20
H -1.9114 -1.4389 0.4579  0.20
H -1.4326 -0.1791 -1.4516  0.23
H 0.9917 1.6911 0.7250  0.17
H 1.6460 1.8293 -0.9129  0.18
H 1.5128 -0.6748 -1.0941  0.21

Output
Charge   0
Relative energy (zero: lowest compared OMol25 entry of this formula, charge and spin)   349.6 kJ/mol
HOMO   -8.1 eV

***

Entry 2:
Density functional theory data (wB97M-V/def2-TZVPD) for a molecular structure, C5H8O.

Each line ends with the natural charge from an NBO analysis.
Element x y z (Å)
C 1.6494 -0.5630 0.2608  -0.62
C 0.6237 0.5591 -0.0759  -0.31
C -0.5528 0.0560 -0.8405  -0.32
C -1.2833 -0.6344 0.3551  -0.09
O -2.0049 0.5786 0.6620  -0.49
C -1.0359 1.2113 -0.0867  0.17
H 1.2027 -1.5307 0.5324  0.20
H 2.4024 -0.3232 1.0150  0.21
H 2.1981 -0.7697 -0.6770  0.21
H 1.1494 1.4437 -0.4164  0.20
H -0.6163 -0.2363 -1.8870  0.21
H -0.4801 -0.5750 1.1174  0.20
H -1.8914 -1.5404 0.3242  0.20
H -1.1507 2.2824 -0.2536  0.21

Output
Charge   0
Relative energy (zero: lowest compared OMol25 entry of this formula, charge and spin)   447.2 kJ/mol
HOMO   -8.5 eV

***

Entry 3:
Density functional theory data (wB97M-V/def2-TZVPD) for a single C5H8O molecule.

Each line ends with the natural charge from an NBO analysis.
Element x y z (Å)
C -1.7135 1.0882 -0.0769  -0.61
C -0.9596 -0.2373 -0.1462  -0.40
C 0.4638 -0.2469 0.4074  0.03
O 0.7606 -1.6052 0.7202  -0.70
C 1.5181 0.1391 -0.5502  -0.04
C 2.5040 -0.1283 -1.1935  -0.24
H -1.7425 1.4787 0.9480  0.20
H -2.7516 0.9301 -0.3945  0.22
H -1.2772 1.8581 -0.7244  0.21
H -0.9428 -0.6206 -1.1739  0.21
H -1.4724 -0.9800 0.4699  0.22
H 0.5209 0.3735 1.3172  0.18
H 1.7263 -1.6448 0.7928  0.48
H 3.3281 -0.4615 -1.7849  0.24

Output
Charge   0
Relative energy (zero: lowest compared OMol25 entry of this formula, charge and spin)   240.8 kJ/mol
HOMO   -10.2 eV

***

Entry 4:
Density functional theory data (wB97M-V/def2-TZVPD) for a single C5H8O molecule.

Each line ends with the natural charge from an NBO analysis.
Element x y z (Å)
C 2.8852 0.1858 -0.1242  -0.68
C 1.4492 -0.1110 -0.1877  0.01
C 0.2655 -0.3441 -0.2917  -0.05
C -1.1606 -0.5944 -0.5612  -0.50
C -2.1417 -0.0861 0.5027  -0.04
O -2.0698 1.3056 0.7002  -0.71
H 3.1707 0.6681 0.8188  0.24
H 3.4907 -0.7208 -0.2379  0.24
H 3.1647 0.8680 -0.9342  0.23
H -1.4053 -0.0952 -1.5064  0.23
H -1.3277 -1.6694 -0.7069  0.23
H -3.1586 -0.2841 0.1471  0.18
H -2.0066 -0.6380 1.4454  0.16
H -1.1555 1.5156 0.9360  0.47

Output
Charge   0
Relative energy (zero: lowest compared OMol25 entry of this formula, charge and spin)   183.9 kJ/mol
HOMO   -9.6 eV

***

Entry 5:
Density functional theory data (wB97M-V/def2-TZVPD) for a molecular structure, C5H8O.

Each line ends with the natural charge from an NBO analysis.
Element x y z (Å)
C -1.6592 0.3511 0.1558  -0.40
C -2.8103 -0.3016 0.2686  -0.39
C 1.8154 0.6429 -0.6640  -0.36
C 1.4508 -0.8131 -0.5283  -0.08
O 1.5658 -0.6571 0.9239  -0.50
C 1.8938 0.6586 0.6679  0.13
H -1.4355 0.9750 -0.7072  0.19
H -0.8832 0.2761 0.9144  0.20
H -3.0297 -0.9223 1.1340  0.19
H -3.5828 -0.2396 -0.4940  0.19
H 0.4299 -1.1041 -0.7925  0.20
H 2.1785 -1.5468 -0.8856  0.20
H 2.1141 1.3404 1.4825  0.20
H 1.9523 1.3403 -1.4755  0.23

Output
Charge   0
Relative energy (zero: lowest compared OMol25 entry of this formula, charge and spin)   313.2 kJ/mol
HOMO   -9.0 eV

***

Entry 6:
Density functional theory data (wB97M-V/def2-TZVPD) for a single C5H8O molecule.

Each line ends with the natural charge from an NBO analysis.
Element x y z (Å)
C -0.9393 1.0277 -0.6404  -0.62
C -0.0772 -0.0782 -0.0286  0.17
C 0.2214 -1.2119 -1.0017  -0.61
O -0.7834 -0.6991 1.0496  -0.70
C 1.1434 0.4419 0.6365  -0.04
C 1.7649 0.5550 1.6648  -0.23
H -0.9932 1.8883 0.0355  0.21
H -0.5600 1.3740 -1.6071  0.22
H -1.9484 0.6312 -0.7808  0.22
H 0.9487 -1.8966 -0.5575  0.23
H 0.5996 -0.8421 -1.9588  0.21
H -0.7051 -1.7652 -1.1742  0.22
H -0.8648 -0.0295 1.7446  0.47
H 2.1366 0.5278 2.6629  0.24

Output
Charge   0
Relative energy (zero: lowest compared OMol25 entry of this formula, charge and spin)   240.0 kJ/mol
HOMO   -10.0 eV